{
  "formula": "C3H5NO",
  "method": "ωB97M-V with the def2-TZVPD basis set",
  "gap_ev": 11.242,
  "smiles": "C=C[C@H]1NO1",
  "lumo_energy_ev": 1.063,
  "total_charge": 0,
  "mol_weight_g_mol": 71.08,
  "elements": ["C", "H", "H", "C", "N", "H", "H", "H", "C", "O"],
  "coordinates": [[0.585, -0.568, -0.147], [-0.239, -2.340, -0.515], [1.474, -0.943, 0.038], [0.437, 1.171, 0.052], [0.782, 1.522, 1.383], [0.237, 2.409, 1.648], [-0.379, 1.807, -0.449], [-1.336, -0.840, -0.751], [-0.438, -1.322, -0.452], [1.588, 1.923, 0.211]],
  "mulliken_charge": [-0.3679, 0.2747, 0.3792, 0.2486, -0.4436, 0.2635, 0.3593, 0.2632, -0.6476, -0.3293]
}